Entry 1:
{"formula": "C22H50OsP2Si2", "method": "ωB97M-V/def2-TZVPD", "symbols": ["P", "P", "C", "C", "H", "H", "H", "H", "C", "H", "H", "H", "C", "H", "H", "H", "C", "H", "H", "H", "C", "H", "H", "H", "Os", "C", "C", "C", "C", "C", "C", "C", "C", "C", "H", "H", "H", "H", "H", "H", "H", "H", "H", "H", "H", "H", "H", "H", "H", "C", "Si", "C", "C", "C", "Si", "C", "C", "C", "H", "H", "H", "H", "H", "H", "H", "H", "H", "H", "H", "H", "H", "H", "H", "H", "H", "H", "H"], "positions_angstrom": [[-0.649270, -1.864293, -1.724322], [0.023088, 1.087366, -1.179428], [-1.427841, -0.734692, -3.088819], [-0.660739, 0.499954, -3.032271], [-2.500867, -0.567895, -2.866969], [-1.371653, -1.150574, -4.123339], [0.150734, 0.474261, -3.779435], [-1.318011, 1.321402, -3.289566], [-1.507398, 1.823260, -0.781972], [-1.205307, 2.741941, -0.282285], [-2.154250, 1.065052, -0.210219], [-2.033267, 2.150415, -1.673389], [0.723774, 2.512762, -2.437951], [0.079216, 2.577228, -3.336722], [1.717083, 2.261766, -2.838931], [0.708411, 3.518066, -1.998366], [-2.018822, -2.309567, -0.635881], [-1.531624, -2.886107, 0.164599], [-2.768535, -2.932909, -1.132604], [-2.471297, -1.403841, -0.204671], [-0.995792, -3.160601, -3.126547], [-0.349993, -3.003440, -4.008476], [-2.030868, -3.052478, -3.511746], [-0.881667, -4.199459, -2.811499], [-0.852697, 0.753643, 0.885149], [3.329518, -0.685490, -3.322212], [2.940124, -0.101424, -2.134664], [2.585089, -0.966652, -1.026419], [2.482020, -2.503049, -1.333708], [2.025217, -2.811665, -2.741777], [2.863174, -2.121623, -3.694678], [4.363509, -2.627219, -3.322583], [4.813163, -1.180918, -3.074434], [0.317544, -0.723403, 1.871846], [3.198102, -0.059613, -4.195083], [2.980220, 1.012055, -1.989972], [1.581610, -0.598908, -0.653611], [3.173142, -0.767964, -0.104932], [3.537181, -2.809962, -1.145381], [1.880138, -3.053771, -0.617974], [1.587739, -3.793769, -2.948582], [2.590405, -1.954399, -4.733123], [4.956038, -3.301705, -3.981871], [4.362422, -2.992802, -2.285049], [5.175361, -0.816309, -2.069298], [5.512771, -0.846564, -3.845392], [-0.069275, -1.169325, 2.859221], [1.313854, -0.276617, 2.074139], [0.530073, -1.554372, 1.168226], [0.771439, 2.182214, 1.905432], [-0.974707, 2.755411, 2.228018], [-1.103496, 3.198588, 4.051359], [-1.252922, 4.264147, 1.055338], [-2.153188, 1.327093, 2.234402], [-2.219396, 0.136421, 3.645479], [-3.579846, 0.685795, 4.794807], [-2.612725, -1.595840, 3.236173], [-0.937693, -0.099576, 4.955788], [0.926210, 2.976968, 2.676657], [1.307539, 2.560937, 1.040556], [1.322988, 1.396987, 2.412154], [-0.742215, 4.234179, 4.105718], [-2.113536, 3.144884, 4.487921], [-0.430316, 2.546306, 4.624625], [-0.427050, 4.417701, 0.336922], [-2.198855, 4.248941, 0.458649], [-1.307162, 5.143162, 1.701433], [-3.216081, 1.623127, 2.085588], [-4.316498, 1.181076, 4.139082], [-3.959558, -0.281233, 5.131337], [-3.196318, 1.255610, 5.661422], [-1.781597, -2.274815, 3.062382], [-3.182841, -1.936040, 4.101890], [-3.271808, -1.539833, 2.372397], [-0.707120, -1.136459, 5.279384], [-0.065744, 0.399861, 4.610728], [-1.279038, 0.368579, 5.877326]], "forces_ev_per_a": [[-1.35, -1.37, -3.99], [1.42, 0.88, -7.69], [-0.65, -0.79, 1.03], [0.55, 0.57, 0.65], [0.46, -0.16, 0.02], [-0.04, 0.12, 1.07], [0.10, 0.11, 0.69], [0.26, 0.42, -0.05], [-1.46, 3.70, -1.89], [-1.00, 0.20, -0.49], [-1.70, 0.84, -1.10], [-0.65, -0.44, 0.26], [0.08, 0.64, 1.02], [0.20, -0.18, 0.94], [-0.26, 0.16, 0.52], [0.42, -0.30, 0.13], [-0.18, -0.15, 0.44], [-0.46, 0.13, 0.04], [0.03, 0.23, 0.15], [-0.02, -0.35, 0.07], [0.14, -1.01, 0.36], [-0.06, 0.05, 0.59], [0.48, -0.01, 0.59], [0.11, -0.05, 0.07], [2.74, -6.11, 4.19], [-1.36, 0.20, -2.21], [-0.14, 0.41, 2.01], [-1.28, -0.58, 0.69], [0.22, 0.63, 0.39], [0.15, 0.15, 1.29], [1.73, 0.29, 0.32], [0.84, -0.01, 0.37], [1.54, 0.48, -0.06], [0.47, -0.40, 0.83], [0.45, 0.49, -0.04], [0.23, -1.21, -0.01], [0.60, -0.34, -0.42], [0.06, 0.14, -0.44], [-1.11, -0.37, 0.23], [-0.12, 0.39, 0.30], [0.23, 0.48, 0.00], [0.00, -1.23, -0.16], [-0.55, 0.85, 0.27], [0.14, -0.95, -1.57], [0.03, -1.05, -1.06], [-0.35, 0.55, 0.19], [0.63, 0.70, -1.64], [-0.45, -0.63, 0.06], [-0.41, 0.15, 0.27], [1.63, 1.03, 0.88], [-1.37, 2.92, 1.42], [0.35, 0.50, -0.19], [-0.41, -0.19, 0.26], [-1.71, -0.24, -1.00], [-0.37, -1.09, 2.85], [-0.32, 0.31, -0.97], [-0.68, -0.22, -0.95], [0.62, -0.24, 0.61], [0.54, 0.19, -0.29], [-0.01, -0.02, -0.05], [-0.24, 0.03, -0.13], [-0.02, -0.11, 0.40], [0.37, 0.03, -0.35], [-0.19, 0.25, -0.03], [-0.21, -0.02, 0.39], [0.64, -0.05, 0.66], [0.07, 0.07, -0.11], [0.61, -0.02, -0.16], [-0.29, 0.11, 1.02], [-0.33, 0.32, 0.26], [-0.59, 0.00, -0.68], [-0.08, 0.06, -0.14], [0.01, -0.21, -0.16], [-0.27, -0.72, -0.21], [-0.04, 0.46, -0.77], [1.44, 0.23, 0.28], [0.14, 0.32, -0.09]], "homo_energy_ha": [-0.4877, -0.5269], "e_above_lowest_kj_mol": 1023.3, "charge": 2, "energy_ha": -2219.54147, "e_lumo_ev": [-7.9, -7.7], "homo_lumo_gap_ev": [5.4, 6.6], "fmax_ev_per_a": 7.90, "multiplicity": 5, "s2": 6.02}


Entry 2:
{"formula": "C12H14IMgN3O2", "method": "ωB97M-V/def2-TZVPD", "symbols": ["C", "C", "H", "H", "H", "H", "H", "H", "C", "C", "C", "C", "H", "H", "H", "H", "N", "C", "C", "N", "C", "C", "C", "H", "H", "C", "H", "H", "Mg", "I", "O", "N", "O"], "positions_angstrom": [[-2.371921, -1.860640, 3.495373], [-3.386699, -1.321682, 2.608063], [-1.516259, -2.228246, 2.973392], [-2.703905, -2.697259, 4.107900], [-1.955163, -1.079715, 4.100795], [-3.117813, -1.340398, 1.497567], [-4.409723, -1.754172, 2.676582], [-3.516438, -0.211252, 2.747943], [2.932828, -0.543086, 0.621044], [3.801524, -1.391818, -0.087572], [3.591606, -1.486831, -1.504581], [2.568189, -0.789117, -2.104875], [2.991604, -0.419569, 1.709109], [4.553045, -1.921066, 0.432767], [4.271042, -2.129280, -2.080842], [2.377627, -0.867275, -3.174424], [1.965984, 0.184611, -0.019250], [1.733924, 0.051924, -1.350461], [0.607690, 0.799909, -1.903453], [-0.104453, 1.550772, -1.007844], [-1.208173, 2.235079, -1.428817], [-0.874207, 1.474489, -3.692688], [-1.629781, 2.221030, -2.776038], [-1.752895, 2.792170, -0.667067], [-2.504772, 2.786123, -3.061484], [0.235757, 0.743159, -3.246110], [0.831710, 0.139901, -3.928720], [-1.158860, 1.449987, -4.746335], [0.547126, 1.270299, 0.861259], [-0.872822, -1.808573, 0.584009], [-0.679671, 1.200772, 2.664539], [-0.085292, 2.210358, 3.198661], [0.839192, 2.739397, 2.501559]], "forces_ev_per_a": [[0.98, -0.98, 1.40], [-2.50, 2.20, -2.86], [0.36, -0.36, -0.40], [-0.20, 0.13, 0.28], [0.08, 0.30, 0.77], [-0.44, -0.38, 1.69], [0.66, 0.10, 0.20], [-0.04, -0.92, 0.16], [-0.13, 0.08, -1.40], [-2.11, 1.39, -1.41], [0.86, -0.33, 1.69], [-0.68, 0.49, -0.30], [-0.01, -0.03, -0.53], [0.65, -0.53, 0.27], [-0.48, 0.34, 0.15], [0.25, -0.17, 0.32], [1.18, -0.89, -0.25], [1.82, -1.00, 1.26], [-1.45, 0.99, -0.05], [-0.97, 0.52, -1.84], [0.90, -0.80, -0.74], [-0.04, 0.00, 0.52], [0.99, -0.44, 0.81], [0.16, -0.16, -0.18], [0.02, -0.05, -0.07], [-0.10, 0.30, 0.13], [-0.35, 0.23, 0.07], [0.10, -0.03, 0.35], [-1.37, -0.38, 2.42], [1.43, 0.48, -1.37], [1.92, 2.25, -0.03], [-0.54, -0.97, -0.52], [-0.97, -1.40, -0.52]], "homo_energy_ha": -0.2511, "e_above_lowest_kj_mol": 103.1, "energy_ha": -1278.21576, "e_lumo_ev": -1.6, "homo_lumo_gap_ev": 5.2, "fmax_ev_per_a": 4.39}


Which formula does entry 2 have? C12H14IMgN3O2